Entry 1:
Formula: C4H4BiO
Source: the OMol25 dataset
Level of theory: the ωB97M-V functional and the def2-TZVPD basis

Properties
LUMO (alpha / beta) = -6.5 / -6.5 eV
Orbital gap (alpha / beta) = 6.91 / 6.91 eV
ΔE to the lowest compared entry with this formula, charge and spin = 32.3 kcal/mol
Largest force on an atom = 3.77 eV/A
Total charge = +1

Last column: Löwdin charge in e.
Cartesian coordinates (Å):
C -0.0846 0.9642 -0.2367  -0.170
C -1.3766 1.2931 -0.5231  -0.407
O -2.4070 0.7073 0.1040  -0.387
Bi -1.2451 -0.2306 1.4074  1.787
H 0.6939 1.4777 -0.8136  0.083
H -1.6535 2.1368 -1.1813  0.140
C 1.5203 -1.8085 0.1150  0.021
C 0.5219 -1.0550 0.4058  -0.322
H 2.3776 -1.8730 -0.5563  0.107
H 1.6532 -1.6119 1.2788  0.148

Atomic forces in eV per Å
-1.497 0.361 -0.210
0.418 1.511 -1.443
-1.087 0.162 -1.932
1.963 -0.167 3.211
0.113 -0.368 0.881
0.002 -0.580 0.164
0.311 1.526 0.568
0.027 -1.101 -0.912
-0.338 0.018 0.263
0.088 -1.361 -0.590

***

Entry 2:
Formula: C4H4Br2
Source: the OMol25 dataset
Level of theory: the ωB97M-V functional and the def2-TZVPD basis

Properties
LUMO (alpha / beta) = 0.6 / -0.8 eV
Orbital gap (alpha / beta) = 8.21 / 9.23 eV
ΔE to the lowest compared entry with this formula, charge and spin = 28.9 kcal/mol
⟨S²⟩ = 2.03
Largest force on an atom = 4.18 eV/A
Spin multiplicity = 3

Last column: Löwdin spin population.
Cartesian coordinates (Å):
C -0.9154 -0.7659 0.4064  0.345
C 0.1650 -1.2702 -0.3228  -0.008
C -0.2126 0.5106 0.7753  0.054
C 0.9451 -0.0678 -0.0978  0.512
Br -1.1944 1.9288 -0.1707  0.244
Br 2.7383 0.3511 -0.0982  0.142
H -1.8505 -1.0216 0.6534  0.026
H 0.2013 -2.1986 -0.8798  -0.007
H -0.0298 1.1043 1.6727  0.003
H 0.1530 1.4294 -1.9384  0.689

Atomic forces in eV per Å
4.142 0.564 -0.128
-0.829 1.469 0.831
0.970 0.618 -1.837
-1.308 -1.129 1.011
-0.392 0.657 -0.187
-0.057 0.015 -0.187
-3.274 -1.207 0.593
0.541 0.238 -0.040
0.064 -1.313 0.448
0.144 0.088 -0.504

***

Entry 3:
Formula: C4H4Br2Cl2O2S
Source: the OMol25 dataset
Level of theory: the ωB97M-V functional and the def2-TZVPD basis

Properties
LUMO = -1.4 eV
Orbital gap = 8.11 eV
ΔE to the lowest compared entry with this formula, charge and spin = 0.0 kcal/mol
Largest force on an atom = 3.63 eV/A

Last column: Löwdin charge in e.
Cartesian coordinates (Å):
C 0.5381 -0.3025 -1.4643  -0.128
C -0.0188 0.1224 1.8819  -0.120
C 1.7424 -0.8079 -1.0766  -1.240
C -0.6238 -0.9258 1.4271  -1.207
O -0.7858 2.5461 -0.0104  -0.439
O -2.2447 2.4762 -1.9003  -0.408
S -2.0749 2.1395 -0.5074  0.806
Cl 2.0836 -2.4361 -1.2666  0.628
Cl 0.0461 -2.4987 1.6752  0.610
Br 3.1388 0.1157 -0.1260  0.658
Br -2.2055 -0.9602 0.3525  0.717
H 0.0950 0.6046 -1.2130  -0.006
H -0.1668 -1.0884 -1.6418  0.023
H -0.4769 1.0498 1.5211  0.032
H 0.9533 -0.0346 2.3487  0.072

Atomic forces in eV per Å
2.278 -2.520 1.290
-0.075 1.347 -0.554
-1.593 2.183 -0.033
-0.453 -2.079 -0.385
-0.372 -0.376 0.602
-0.606 -0.624 0.663
0.681 1.475 -1.441
0.377 -1.242 -0.316
-0.183 -0.256 0.002
-0.677 0.016 -0.540
0.211 -0.031 0.483
0.226 1.722 0.133
-0.269 -0.254 -0.901
0.848 0.054 0.909
-0.394 0.584 0.088

***

Entry 4:
Formula: C4H4Br2ClN
Source: the OMol25 dataset
Level of theory: the ωB97M-V functional and the def2-TZVPD basis

Properties
LUMO (alpha / beta) = -0.8 / -0.2 eV
Orbital gap (alpha / beta) = 6.49 / 8.16 eV
ΔE to the lowest compared entry with this formula, charge and spin = 92.4 kcal/mol
Largest force on an atom = 3.23 eV/A

Last column: Löwdin charge in e.
Cartesian coordinates (Å):
C -0.3635 0.5589 0.8723  -0.184
C -0.3710 -0.0312 -1.4868  -0.040
C 1.0973 0.4720 1.2961  -0.753
C 2.0967 -0.0245 0.2623  -1.204
N -0.7817 0.4920 -0.3535  -0.007
Cl 1.4836 2.1894 1.8203  0.565
Br 2.9290 1.1297 -1.0269  0.621
Br 2.9229 -1.7019 0.4545  0.679
H -0.9177 0.7491 1.7743  0.100
H -0.4675 0.6102 -2.2952  0.037
H 0.1286 -1.0923 -1.6485  0.120
H 1.2633 -0.2964 2.0236  0.064

Atomic forces in eV per Å
1.130 -0.893 -1.131
1.416 -2.354 1.691
1.221 -0.185 -2.462
-0.229 0.894 -0.671
-0.138 -0.105 1.315
0.062 -0.763 0.378
-0.454 -0.536 0.713
-0.268 0.332 0.120
-1.122 0.311 -0.386
-0.388 0.737 -1.759
-0.916 2.318 0.798
-0.313 0.245 1.395

***

Entry 5:
Formula: C4H4Br2ClNOS
Source: the OMol25 dataset
Level of theory: the ωB97M-V functional and the def2-TZVPD basis

Properties
LUMO (alpha / beta) = -1.4 / -2.1 eV
Orbital gap (alpha / beta) = 7.44 / 6.58 eV
ΔE to the lowest compared entry with this formula, charge and spin = 37.8 kcal/mol
Largest force on an atom = 0.88 eV/A

Last column: Löwdin charge in e.
Cartesian coordinates (Å):
C 1.3837 -0.3168 1.2892  -0.763
C 1.8525 -1.5648 1.4871  -0.765
C -1.4581 -0.3611 -0.6371  -0.716
C -0.4745 -1.2889 -1.2120  -1.115
N -1.7192 0.7514 -1.3580  0.144
O -1.9988 -0.6387 0.4160  0.034
S 1.7950 0.5522 -0.1118  0.669
Cl -0.0163 -2.6120 -0.3101  0.774
Br 1.3820 -2.5894 2.9887  0.710
Br 0.1214 -1.1691 -2.9820  0.748
H 0.6692 0.1274 1.9713  0.058
H 2.6011 -2.0166 0.8556  0.045
H -1.1061 1.0539 -2.0959  0.060
H -2.3504 1.4172 -0.9438  0.118

Atomic forces in eV per Å
-0.064 0.779 -0.406
0.427 -0.200 0.558
-0.095 -0.021 0.104
0.636 0.008 -0.296
-0.202 0.286 -0.152
-0.059 0.098 0.153
-0.244 -0.446 0.267
-0.323 -0.342 -0.296
0.030 0.096 -0.135
-0.069 -0.070 0.080
-0.009 -0.130 0.141
-0.032 -0.025 -0.076
-0.085 -0.024 0.066
0.089 -0.007 -0.009

***

Entry 6:
Formula: C4H4Br2N2
Source: the OMol25 dataset
Level of theory: the ωB97M-V functional and the def2-TZVPD basis

Properties
LUMO (alpha / beta) = -1.0 / -1.0 eV
Orbital gap (alpha / beta) = 7.00 / 6.80 eV
ΔE to the lowest compared entry with this formula, charge and spin = 67.7 kcal/mol
Largest force on an atom = 3.95 eV/A

Last column: Löwdin charge in e.
Cartesian coordinates (Å):
C -0.3081 0.1539 -1.0235  -0.228
C 1.4281 -0.1340 0.7554  -0.214
C 0.8360 0.6498 -0.2733  -0.716
C -1.5351 -0.5072 -0.0925  -0.742
N 0.1822 -0.9249 1.3674  0.026
N -0.9763 -0.9275 0.9786  -0.082
Br 1.0489 2.4735 -0.0516  0.802
Br -3.2832 0.1274 -0.3677  0.708
H -0.8882 0.6974 -1.7507  0.069
H -0.1799 -0.8471 -1.5963  0.141
H 1.8938 -1.0690 0.3833  0.136
H 1.7817 0.3076 1.6709  0.100

Atomic forces in eV per Å
-0.769 -3.400 -1.861
-1.542 -1.362 -1.402
-0.882 -0.020 0.249
1.570 1.208 0.114
-1.026 -1.993 1.512
-0.005 0.967 0.107
-0.263 0.986 -0.017
0.260 -0.282 0.373
0.592 1.182 -0.004
0.900 1.516 0.916
0.203 0.749 0.414
0.960 0.449 -0.402

***

Entry 7:
Formula: C4H4Br2N2O
Source: the OMol25 dataset
Level of theory: the ωB97M-V functional and the def2-TZVPD basis

Properties
LUMO (alpha / beta) = 0.3 / -4.7 eV
Orbital gap (alpha / beta) = 8.68 / 5.71 eV
ΔE to the lowest compared entry with this formula, charge and spin = 32.4 kcal/mol
⟨S²⟩ = 2.01
Largest force on an atom = 3.34 eV/A
Spin multiplicity = 3

Last column: Löwdin spin population.
Cartesian coordinates (Å):
C 0.8083 -1.7633 0.5235  0.628
C -0.9641 0.4827 0.1938  0.061
C 1.0195 0.4983 -1.4421  0.040
C 0.5365 0.4584 0.0147  0.614
N 0.4426 -2.8027 0.8056  0.152
N -1.3808 0.1885 1.4601  0.018
O -1.6580 0.9220 -0.6944  0.102
Br 0.1975 -0.9898 -2.3923  0.142
Br 1.5648 1.2532 1.3058  0.227
H 0.5802 1.3531 -1.8434  0.013
H 2.0536 0.3620 -1.4780  0.001
H -0.7878 -0.2967 2.1259  0.002
H -2.4124 0.3343 1.4207  0.001

Atomic forces in eV per Å
1.504 0.966 -0.645
1.931 0.557 1.446
-1.685 -1.222 2.610
-1.106 1.331 -2.231
-1.122 -2.498 0.906
-1.673 0.698 -1.849
-0.451 -0.295 -0.156
0.281 -0.295 0.107
0.450 -0.275 0.202
-0.122 1.496 -1.161
1.541 0.200 -0.396
-0.739 0.071 -0.163
1.190 -0.736 1.331

***

Entry 8:
Formula: C4H4Br2O3
Source: the OMol25 dataset
Level of theory: the ωB97M-V functional and the def2-TZVPD basis

Properties
LUMO (alpha / beta) = 0.3 / -2.7 eV
Orbital gap (alpha / beta) = 5.74 / 8.03 eV
ΔE to the lowest compared entry with this formula, charge and spin = 34.5 kcal/mol
⟨S²⟩ = 2.01
Largest force on an atom = 6.05 eV/A
Spin multiplicity = 3

Last column: Löwdin spin population.
Cartesian coordinates (Å):
C 0.8189 -0.0970 -1.3157  0.050
C -0.9920 -0.9746 -0.1942  0.083
C -0.6796 0.1878 0.7050  0.626
C 1.2415 0.3096 0.0566  0.627
O 1.5272 0.1153 -2.2243  0.107
O -0.3444 -0.7419 -1.4530  0.017
O -1.4444 1.3392 0.4221  0.178
Br 1.9065 2.0362 0.2299  0.154
Br 2.1815 -1.0698 0.9412  0.106
H -0.3297 -1.8257 0.2428  0.001
H -2.0713 -1.0680 -0.2242  0.019
H -0.4323 -0.1383 1.7278  0.030
H -1.3817 1.9274 1.0860  0.004

Atomic forces in eV per Å
-1.185 -0.569 0.664
2.831 0.236 2.125
-5.742 -0.672 1.772
4.418 0.073 -0.941
1.291 0.611 -2.072
-0.332 0.101 -0.646
0.576 -4.682 -3.219
0.159 0.068 0.054
-0.121 0.268 -0.025
-2.165 0.772 -0.393
0.017 -0.536 -0.810
-0.204 1.075 -0.212
0.457 3.255 3.703

***

Entry 9:
Formula: C4H4BrClO
Source: the OMol25 dataset
Level of theory: the ωB97M-V functional and the def2-TZVPD basis

Properties
SMILES string = C=C[C@@H](Br)C(=O)Cl
LUMO = 0.5 eV
Orbital gap = 10.60 eV
ΔE to the lowest compared entry with this formula, charge and spin = 12.9 kcal/mol
Largest force on an atom = 5.55 eV/A

Last column: Löwdin charge in e.
Cartesian coordinates (Å):
C 0.3956 0.5835 -0.7055  -0.022
C -0.2839 -0.3470 -0.0784  -0.261
C -0.2794 -1.8397 -0.5646  -0.661
Br -0.5613 -3.1939 0.7872  0.711
C -1.4929 -2.0181 -1.7083  -0.841
O -2.3038 -2.8759 -1.7686  0.018
Cl -1.6090 -0.6796 -2.7823  0.739
H 0.2843 1.6356 -0.2887  0.104
H 0.9983 0.3404 -1.4468  0.009
H -0.6609 -0.1625 0.9036  0.083
H 0.8330 -1.8947 -0.9069  0.122

Atomic forces in eV per Å
-2.642 2.557 4.160
0.165 -2.155 0.616
0.522 1.504 -1.277
0.124 0.459 -0.167
1.190 -0.337 1.582
0.648 -0.146 0.464
0.145 0.666 -0.818
0.622 -1.431 -0.842
2.515 -0.521 -3.769
-0.981 0.139 0.259
-2.306 -0.733 -0.208

***

Entry 10:
Formula: C4H4BrFN2
Source: the OMol25 dataset
Level of theory: the ωB97M-V functional and the def2-TZVPD basis

Properties
SMILES string = F/N=C/C=C\N=C/Br
LUMO = 0.2 eV
Orbital gap = 9.10 eV
ΔE to the lowest compared entry with this formula, charge and spin = 3.8 kcal/mol
Largest force on an atom = 1.08 eV/A

Last column: Löwdin charge in e.
Cartesian coordinates (Å):
F 1.2475 -1.5413 1.9178  -0.075
N 0.4579 -0.8552 0.9923  -0.017
C 0.3657 0.3962 1.2386  -0.131
C -0.2525 1.3243 0.3414  -0.082
C -0.3571 1.0655 -0.9882  -0.162
N 0.1032 -0.0771 -1.5081  -0.012
C -0.0780 -1.2565 -1.1356  -0.591
Br -1.7895 -1.9670 -0.5785  0.656
H 0.8021 0.8064 2.1479  0.131
H -0.4771 2.3085 0.7167  0.095
H -0.6183 1.8375 -1.6977  0.116
H 0.5961 -2.0412 -1.4467  0.072

Atomic forces in eV per Å
0.087 0.421 0.303
0.055 -0.092 0.144
0.440 -0.082 0.790
-0.358 -0.036 -0.617
-0.167 0.507 0.578
0.597 -0.440 -0.542
-0.651 -0.122 -0.854
0.067 0.055 -0.052
0.052 -0.223 0.049
-0.010 0.073 0.014
-0.122 0.114 0.020
0.010 -0.175 0.167

***

Entry 11:
Formula: C4H4BrNO
Source: the OMol25 dataset
Level of theory: the ωB97M-V functional and the def2-TZVPD basis

Properties
SMILES string = BrCc1cnco1
LUMO = 0.1 eV
Orbital gap = 9.41 eV
ΔE to the lowest compared entry with this formula, charge and spin = 26.4 kcal/mol
Largest force on an atom = 3.97 eV/A

Last column: Löwdin charge in e.
Cartesian coordinates (Å):
Br 2.5590 -0.1833 1.5077  0.483
C 1.4053 -0.0931 -0.2216  -0.440
C 0.0116 -0.2181 0.1206  -0.422
C -0.7838 0.8489 0.4857  -0.079
N -2.0136 0.3576 0.7959  0.087
C -1.9233 -0.8901 0.6059  -0.230
O -0.7369 -1.3440 0.2562  0.103
H 1.4661 1.1071 -0.6597  0.159
H 1.9601 -0.7899 -0.9168  0.074
H -0.6996 1.9191 0.5661  0.122
H -2.8545 -1.4282 0.7727  0.144

Atomic forces in eV per Å
-0.580 0.082 -1.102
2.141 2.583 -1.137
-0.540 2.159 0.423
0.041 -0.773 -0.291
-0.426 1.409 0.088
-2.431 -0.600 0.999
0.757 -0.757 -0.643
0.323 -3.705 1.404
-1.117 0.764 0.845
0.896 -0.026 -0.253
0.936 -1.138 -0.332

***

Entry 12:
Formula: C4H4BrO2P
Source: the OMol25 dataset
Level of theory: the ωB97M-V functional and the def2-TZVPD basis

Properties
SMILES string = C=C=POC(=O)CBr
LUMO = -0.5 eV
Orbital gap = 8.84 eV
ΔE to the lowest compared entry with this formula, charge and spin = 0.0 kcal/mol
Largest force on an atom = 2.63 eV/A

Last column: Löwdin charge in e.
Cartesian coordinates (Å):
C -3.2353 -0.5760 -0.4139  -0.067
C -2.1536 -0.8779 0.2503  -0.402
P -0.7317 -1.4837 0.9040  0.997
O 0.3215 -0.1220 0.6991  -0.363
C 1.3681 -0.1603 -0.1422  -0.662
O 1.6700 -1.1115 -0.8383  0.044
C 2.1726 1.1144 0.1525  -0.517
Br 4.0759 0.7129 0.3045  0.635
H -3.1245 -0.5007 -1.4904  0.061
H -4.2688 -0.4308 -0.0021  0.080
H 2.1209 1.9501 -0.6263  0.087
H 1.7848 1.4856 1.2030  0.108

Atomic forces in eV per Å
-0.875 -0.037 0.323
1.390 -0.495 0.626
-0.862 0.772 -1.360
-1.043 -0.256 0.391
0.880 -1.202 -0.056
-0.565 1.702 0.728
-0.341 1.519 0.958
-0.344 0.019 -0.002
-0.268 -0.405 -0.160
1.302 0.322 -0.162
-0.294 -1.411 1.082
1.020 -0.528 -2.366